C15H12BrCoN4O2S | wB97M-V/def2-TZVPD

## Properties
Highest occupied orbital energy (spin up / spin down) ... -15.30 / -15.30 eV
Relative energy (zero: lowest compared OMol25 entry of this formula, charge and spin) ... 2.17 kcal per mole
E_LUMO (spin up / spin down) ... -7.1 / -10.6 eV
Orbital gap (spin up / spin down) ... 0.3017 / 0.1723 Eh
Expectation value of S² ... 6.034
Molar mass ... 451.19 g/mol

```
! wB97M-V def2-TZVPD RIJCOSX def2/J DEFGRID3
* xyz 2 5
Co -0.97757 -0.32792 0.18501
Br -2.38455 -0.40513 -2.97790
C -2.22643 1.25846 -2.10488
C -2.67767 2.43150 -2.67468
C -2.50484 3.60510 -1.95049
C -1.89694 3.57483 -0.70164
C -1.47734 2.35833 -0.21053
N -1.64448 1.21934 -0.91197
C -0.80354 2.19990 1.14756
O -0.61042 3.15061 1.84519
O -0.46883 0.94832 1.42977
H -3.14578 2.42922 -3.64775
H -2.84736 4.54264 -2.36805
H -1.74178 4.46269 -0.10513
C -3.04302 -3.60675 3.52182
N -1.76330 -3.65175 2.79049
C -0.66137 -4.30084 3.18767
C 0.32454 -4.07205 2.24021
N -0.19997 -3.26648 1.29266
C -1.51297 -2.97275 1.62488
S -2.60754 -1.98699 0.86023
C 0.49740 -2.96284 0.06178
C 1.22023 -3.95905 -0.55275
C 1.96818 -3.61269 -1.67530
C 1.95194 -2.30379 -2.12103
C 1.16212 -1.38288 -1.45274
N 0.43447 -1.70678 -0.37487
H -2.95190 -4.25502 4.38740
H -3.83676 -3.96173 2.86938
H -3.23779 -2.58448 3.83638
H -0.61632 -4.87174 4.10119
H 1.34345 -4.42141 2.20595
H 1.19783 -4.97538 -0.18478
H 2.55286 -4.36489 -2.18770
H 2.53025 -1.99287 -2.97915
H 1.10339 -0.35260 -1.77906
*
```

---

C45H54GeN3O3OsP | wB97M-V/def2-TZVPD

## Properties
Highest occupied orbital energy (spin up / spin down) ... -9.69 / -10.57 eV
E_LUMO (spin up / spin down) ... -2.6 / -5.0 eV
Orbital gap (spin up / spin down) ... 0.2606 / 0.2037 Eh
Expectation value of S² ... 8.772
Molar mass ... 978.76 g/mol

```
! wB97M-V def2-TZVPD RIJCOSX def2/J DEFGRID3
* xyz 1 6
Os -0.31317 0.33171 -0.19994
C 0.96365 3.07643 -3.54021
O -0.40201 3.49578 -3.60029
C -1.00770 3.83857 -2.42705
C -1.73644 5.00824 -2.42455
C -2.44221 5.42696 -1.29861
C -2.39687 4.66510 -0.15908
C -1.67708 3.45379 -0.12237
C -1.74799 2.72167 1.11687
N -1.17286 1.59530 1.34074
N -1.44136 0.93146 2.51618
C -1.17664 -0.33711 2.40925
O -0.69504 -0.89395 1.30442
C -1.41914 -1.24164 3.54612
C -1.18876 -2.60781 3.40464
C -1.41187 -3.45936 4.47600
C -1.86029 -2.95285 5.68727
C -2.08745 -1.58880 5.83162
C -1.86842 -0.73220 4.76571
C -0.99506 3.01549 -1.28213
O -0.33015 1.86111 -1.37605
H 1.37751 3.24991 -4.53051
H 1.06097 2.02428 -3.28606
H 1.52446 3.67048 -2.81475
H -1.74165 5.59248 -3.33882
H -3.00573 6.35072 -1.32485
H -2.91860 4.98399 0.73624
H -2.36629 3.13253 1.91429
H -0.83422 -2.99623 2.45507
H -1.23227 -4.52249 4.36668
H -2.03083 -3.62066 6.52276
H -2.43375 -1.19430 6.77812
H -2.03871 0.33015 4.86479
C 3.79352 1.49897 -1.58824
C 4.17595 1.22237 -0.11932
C 3.99674 2.55792 0.62287
C 5.64840 0.80059 -0.04805
P 2.96134 -0.01007 0.60956
N 1.53398 0.44880 0.06261
C 2.96572 0.04722 2.48770
C 4.37619 0.09580 3.09187
C 2.15721 1.27021 2.95083
C 2.24499 -1.19052 3.04577
C 3.28990 -1.75015 -0.02486
C 3.45050 -1.69315 -1.55244
C 2.08845 -2.67150 0.25023
C 4.55642 -2.37524 0.58090
H 4.23174 2.45771 -1.87611
H 2.71353 1.57192 -1.71154
H 4.18304 0.75157 -2.27324
H 4.58576 3.31473 0.09979
H 4.35725 2.52494 1.64783
H 2.95265 2.88133 0.61646
H 6.25226 1.61857 -0.45134
H 5.85646 -0.07972 -0.65549
H 5.99085 0.61143 0.96934
H 4.89758 1.02629 2.87151
H 5.00091 -0.73901 2.76802
H 4.27801 0.02891 4.17860
H 2.65965 2.21432 2.75919
H 2.01324 1.18660 4.03179
H 1.17430 1.29909 2.48705
H 2.83503 -2.09856 2.93981
H 1.27174 -1.34353 2.57949
H 2.08286 -1.03405 4.11518
H 2.61189 -1.17857 -2.03066
H 3.47519 -2.72009 -1.92552
H 4.38195 -1.21829 -1.85484
H 1.15671 -2.24965 -0.11576
H 1.96707 -2.92088 1.30106
H 2.26082 -3.60545 -0.29150
H 5.44373 -1.75584 0.44404
H 4.73975 -3.32715 0.07382
H 4.44633 -2.59121 1.64261
C -0.96408 -5.09336 -1.07124
C -0.64321 -4.39523 -2.22924
C -1.07136 -3.08603 -2.39062
C -1.84268 -2.47238 -1.39964
C -2.15570 -3.18008 -0.23558
C -1.72454 -4.48772 -0.07695
Ge -2.48294 -0.64864 -1.54115
C -4.19823 -0.42442 -0.64848
C -5.33647 -0.79208 -1.37004
C -6.59438 -0.70499 -0.79070
C -6.72673 -0.24898 0.51522
C -5.59992 0.11739 1.23939
C -4.34113 0.02905 0.65987
C -2.34203 0.28939 -3.22245
C -3.31571 1.23694 -3.54205
C -3.22615 1.96351 -4.72146
C -2.15866 1.75823 -5.58396
C -1.17129 0.83259 -5.26291
C -1.25569 0.11260 -4.08421
H -0.62743 -6.11595 -0.94661
H -0.06268 -4.87311 -3.00937
H -0.82476 -2.55584 -3.30158
H -2.74507 -2.71007 0.54545
H -1.98467 -5.03731 0.82126
H -5.24994 -1.14957 -2.39391
H -7.47075 -0.99316 -1.35879
H -7.70916 -0.18070 0.96792
H -5.69854 0.47041 2.26029
H -3.47168 0.31548 1.24384
H -4.15315 1.40794 -2.87131
H -3.99002 2.69457 -4.96331
H -2.08538 2.33149 -6.50010
H -0.32937 0.68235 -5.92938
H -0.46019 -0.57779 -3.82870
*
```